(1)
This record from the Open Molecules 2025 dataset describes 2 unconnected molecules or ions with the total composition C3H6Cl2N2 at a distorted geometry. The level of theory is ωB97M-V/def2-TZVPD.

The geometry in XYZ format:
```
13
Properties=species:S:1:pos:R:3:forces:R:3
C -0.811222 -0.505292 1.222237 -0.7569 -0.0476 1.7414
C -1.486097 0.375405 0.298183 1.9716 2.1320 2.2855
C 2.342161 -0.218040 -0.440133 -1.6047 -1.1573 -0.1666
N -2.480960 1.646027 -1.532582 0.9628 3.1925 -0.4410
N -2.003382 0.872579 -0.669488 -0.9514 -4.0674 -1.1345
Cl 2.924358 -1.044123 -1.883722 0.1572 0.0076 0.1571
Cl 2.991652 -0.790259 1.081411 -0.0218 -0.5516 0.2402
H -0.263653 0.146859 1.990620 -0.4713 -1.1797 -0.8964
H -1.531480 -1.159449 1.792625 0.4636 0.6114 -0.4100
H -0.109259 -1.196157 0.771599 0.3215 -0.1094 -0.3442
H 2.587493 0.780678 -0.440821 0.8251 2.1577 -0.5699
H 1.236640 -0.247813 -0.468884 0.7373 -0.3717 0.2403
H -3.396245 1.339591 -1.721048 -1.6330 -0.6166 -0.7019
```
Forces are in eV/Å.

As for the multiplicity: 3. The calculation puts the molar mass at 141.00 g/mol. The energy above the lowest of the compared OMol25 structures with the same formula, charge and spin comes out at 0.000 eV. For the largest force on an atom, the calculation gives 4.33 eV/A.


(2)
This record from the Open Molecules 2025 dataset describes a gas-phase ion, C3H6Cl2OP (charge +1) at a distorted geometry. The level of theory is ωB97M-V/def2-TZVPD.

The geometry in XYZ format:
```
13
Properties=species:S:1:pos:R:3:forces:R:3
C -1.497538 0.483555 -0.781764 -2.0259 -0.1107 0.2629
C -0.582860 -0.199159 0.110809 0.4259 1.8869 2.9142
C 0.716579 -0.272830 -0.200979 -2.3757 -0.1187 -1.2634
O 0.249234 1.892710 2.242115 0.2486 -0.8768 1.1913
P 0.671849 2.579324 0.927441 -0.7636 1.5037 -1.0111
Cl -1.486927 2.477191 -0.105523 -0.0035 -0.8415 0.1921
Cl 0.320333 4.537929 1.402300 0.4182 -0.3941 -0.2099
H -2.553870 0.115961 -0.620837 0.9471 1.2169 -0.4093
H -1.258526 0.911800 -1.743665 0.2318 -1.0958 -0.4370
H -0.973454 -0.071207 1.187907 0.8086 -0.8015 -1.5938
H 0.801630 -0.361669 -1.245515 0.8977 0.3475 -1.3917
H 1.595559 -0.188797 0.329735 1.4656 -0.7915 1.7082
H 0.205284 2.387978 3.073557 -0.2747 0.0756 0.0475
```
Forces are in eV/Å.

As for the multiplicity: 1. The calculation puts the molar mass at 159.96 g/mol. Its charge is +1. The energy above the lowest of the compared OMol25 structures with the same formula, charge and spin comes out at 2.172 eV. For the largest force on an atom, the calculation gives 3.50 eV/A.


(3)
This record from the Open Molecules 2025 dataset describes a single C3H6Cl2S molecule at a distorted geometry. The level of theory is ωB97M-V/def2-TZVPD.

The geometry in XYZ format:
```
12
Properties=species:S:1:pos:R:3:forces:R:3
C 0.503017 0.140343 1.294725 0.6130 -2.5728 1.0271
C 0.682265 0.264424 -0.188875 1.3041 0.4610 -0.7374
Cl 2.292497 -0.373831 -0.795469 -0.5575 -0.3580 0.4444
Cl 0.771144 1.993826 -0.582518 -0.0949 0.9003 0.0383
C -0.407089 -0.313003 -1.087006 -0.0122 -1.0152 0.6762
S -2.051592 0.212931 -0.621171 -0.5897 1.3436 -0.8907
H 0.356257 -0.967344 1.537297 -0.1332 1.2204 -0.4228
H -0.434469 0.655352 1.486325 0.2354 0.1812 0.6415
H 1.389673 0.369447 1.966714 -1.1656 0.5213 -1.2511
H -0.330233 -1.407802 -1.163501 -0.0015 0.3791 0.1376
H -0.307236 0.107494 -2.070162 0.3387 0.0260 -0.4528
H -2.464235 -0.681838 0.223646 0.0636 -1.0869 0.7897
```
Forces are in eV/Å.

As for the multiplicity: 1. The calculation puts the molar mass at 145.05 g/mol. The SMILES is CC(Cl)(Cl)CS. The energy above the lowest of the compared OMol25 structures with the same formula, charge and spin comes out at 0.000 eV. For the largest force on an atom, the calculation gives 2.84 eV/A.


(4)
This record from the Open Molecules 2025 dataset describes a single C3H6Cl2Si molecule at a distorted geometry. The level of theory is ωB97M-V/def2-TZVPD.

The geometry in XYZ format:
```
12
Properties=species:S:1:pos:R:3:forces:R:3
C -0.604328 -0.948094 1.571014 2.4727 0.0112 1.0115
C 0.311974 -0.325896 0.844765 1.5482 2.2610 -1.5513
Si 0.051612 0.701604 -1.093175 -0.0716 -2.3015 3.4168
C 1.790384 -0.147506 1.251346 -3.0105 -0.8184 1.8113
Cl 2.147843 -0.658838 2.925085 0.0305 -0.2260 0.4489
Cl 2.350713 1.438107 1.051128 0.6304 1.8810 -0.5478
H -1.540251 -1.080620 1.151904 -1.9623 -0.2830 -0.3622
H -0.316268 -1.371152 2.573376 -0.5798 0.3700 -1.1581
H 0.833892 -0.314660 -1.899459 -0.0443 1.2518 -0.1827
H -0.074279 2.196836 -0.994234 0.7518 -0.6006 -0.4251
H -1.276621 0.210305 -0.954816 -1.3509 -0.1655 -0.8742
H 2.332760 -0.806181 0.686213 1.5858 -1.3800 -1.5871
```
Forces are in eV/Å.

As for the multiplicity: 1. The calculation puts the molar mass at 141.07 g/mol. The SMILES is C=C([SiH3])C(Cl)Cl. The energy above the lowest of the compared OMol25 structures with the same formula, charge and spin comes out at 5.459 eV. For the largest force on an atom, the calculation gives 4.12 eV/A.


(5)
This record from the Open Molecules 2025 dataset describes a molecular structure, C3H6Cl3OP at a distorted geometry. The level of theory is ωB97M-V/def2-TZVPD.

The geometry in XYZ format:
```
14
Properties=species:S:1:pos:R:3:forces:R:3
C 0.119600 -0.226788 1.103168 -1.9372 3.0223 1.6549
C -0.315085 0.464898 -1.437474 0.6136 1.5229 2.1648
C -0.773490 0.540861 0.102571 -0.9356 -0.3632 -1.5476
O -3.061901 0.327371 1.673972 0.1460 0.0184 0.2629
P -2.499171 -0.041049 0.379154 0.2290 0.1136 1.5835
Cl -0.940619 2.273328 0.528637 0.3757 0.0839 0.1969
Cl -3.625070 0.562650 -1.077455 -0.7363 0.5489 -1.5018
Cl -2.500967 -2.030311 0.180090 0.3378 -0.5805 -0.3246
H -0.327130 -0.290212 2.158597 0.4649 0.5740 -1.5331
H 0.281591 -1.201264 0.846790 0.8154 -2.4140 -1.2121
H 0.951623 0.437870 1.091404 1.3407 -0.2280 0.4999
H -0.761105 1.249784 -2.079922 -0.7527 -0.9563 0.4813
H 0.730407 0.877652 -1.461938 -0.4528 -1.3451 0.1445
H -0.495611 -0.574022 -1.683090 0.4916 0.0032 -0.8694
```
Forces are in eV/Å.

As for the multiplicity: 1. The calculation puts the molar mass at 195.41 g/mol. The energy above the lowest of the compared OMol25 structures with the same formula, charge and spin comes out at 0.000 eV. For the largest force on an atom, the calculation gives 3.95 eV/A.


(6)
This record from the Open Molecules 2025 dataset describes 3 unconnected molecules or ions with the total composition C3H6Cl6. The level of theory is ωB97M-V/def2-TZVPD.

The geometry in XYZ format:
```
15
Properties=species:S:1:pos:R:3:forces:R:3
Cl 0.495897 3.247257 -3.192145 -0.1792 -0.1235 -0.2653
C 1.538339 3.189888 -1.784044 0.0820 0.3863 0.3106
Cl 2.857465 4.372575 -1.901943 0.0810 -0.1250 -0.0072
H 0.949595 3.479896 -0.922639 -0.0320 -0.1259 0.0436
H 1.949446 2.196716 -1.666097 0.0675 -0.0248 -0.0824
Cl 0.493448 0.143156 -0.096683 -0.0936 -0.1698 -0.0709
C 1.286729 -1.444217 -0.132888 0.2739 0.3115 -0.1879
Cl 2.940440 -1.314107 -0.775313 -0.1016 -0.0483 0.1750
H 1.313757 -1.803193 0.885792 0.1261 -0.1173 0.0066
H 0.756001 -2.113558 -0.795892 -0.2213 0.0583 0.0658
Cl -1.277144 -2.397132 2.156283 0.0085 -0.1309 0.1008
C -3.014669 -2.099788 2.032843 -0.0953 0.2629 -0.1340
Cl -3.441356 -0.455995 2.527074 0.0046 -0.0022 0.0163
H -3.296187 -2.213634 0.993941 -0.0248 -0.0551 -0.0067
H -3.551761 -2.787863 2.671710 0.1040 -0.0961 0.0356
```
Forces are in eV/Å.

As for the multiplicity: 1. The calculation puts the molar mass at 254.80 g/mol. The SMILES is ClCCl.ClCCl.ClCCl. The energy above the lowest of the compared OMol25 structures with the same formula, charge and spin comes out at 0.097 eV. For the largest force on an atom, the calculation gives 0.50 eV/A.


(7)
This record from the Open Molecules 2025 dataset describes a single C3H6ClFN2 molecule at a distorted geometry. The level of theory is ωB97M-V/def2-TZVPD.

The geometry in XYZ format:
```
13
Properties=species:S:1:pos:R:3:forces:R:3
C 0.154348 -2.009106 1.635722 0.6850 0.0546 -0.2136
N -0.642159 -2.011382 0.412380 0.0415 -0.1770 -0.3230
N -1.526856 -0.943353 0.273807 0.1922 0.2092 0.1545
C -1.011452 0.204371 0.038364 -1.3237 -1.3128 -0.0616
C 0.403556 0.442917 -0.292211 1.8158 0.9586 0.9064
F 1.059132 0.966674 0.862543 -0.4340 -0.3071 -0.7699
Cl 0.533993 1.674837 -1.550423 -0.0906 0.1226 -0.1465
H -0.437032 -1.775246 2.538052 0.1374 -0.5145 -0.1956
H 0.650119 -2.991179 1.604893 -0.3148 0.2412 0.6946
H 0.968409 -1.279644 1.603907 -0.2126 -0.0006 -0.1358
H -1.172655 -2.879435 0.395160 -0.1705 0.5256 -0.0041
H -1.759630 0.994038 -0.017982 0.5371 0.2070 -0.1271
H 1.045096 -0.386772 -0.624303 -0.8629 -0.0067 0.2216
```
Forces are in eV/Å.

As for the multiplicity: 1. The calculation puts the molar mass at 124.55 g/mol. The SMILES is CN/N=C\[C@H](F)Cl. The energy above the lowest of the compared OMol25 structures with the same formula, charge and spin comes out at 1.856 eV. For the largest force on an atom, the calculation gives 2.24 eV/A.


(8)
This record from the Open Molecules 2025 dataset describes 2 unconnected molecules or ions with the total composition C3H6ClFO at a distorted geometry. The level of theory is ωB97M-V/def2-TZVPD.

The geometry in XYZ format:
```
12
Properties=species:S:1:pos:R:3:forces:R:3
C -1.200910 -1.939390 0.875194 0.9414 0.3782 -0.4941
C 0.013036 -1.409759 1.007894 -2.1195 -0.6185 0.1002
F 0.714057 -0.989107 -0.007748 0.9611 0.1371 -0.9360
Cl 0.737354 -1.061307 2.503271 0.4645 0.0182 0.4630
H -1.655004 -2.262629 1.780001 -0.5930 -0.1936 0.3210
H -1.695827 -2.018224 -0.100446 0.3911 -0.0735 0.5522
C 0.441710 1.682639 -1.376291 3.1080 -0.1727 -0.2435
O 0.020246 1.616871 -0.079555 0.7757 -2.1230 3.9477
H -0.358180 1.974373 -1.984623 -1.1288 0.0298 -1.0718
H 1.076797 0.851021 -1.752084 -1.2018 -0.3719 0.0862
H 1.200060 2.436155 -1.394932 0.4547 1.2891 -0.5885
H 0.706661 1.119357 0.529317 -2.0533 1.7007 -2.1362
```
Forces are in eV/Å.

As for the multiplicity: 1. The calculation puts the molar mass at 112.53 g/mol. The SMILES is C=C(F)Cl.CO. The energy above the lowest of the compared OMol25 structures with the same formula, charge and spin comes out at 2.023 eV. For the largest force on an atom, the calculation gives 4.55 eV/A.


(9)
This record from the Open Molecules 2025 dataset describes a single C3H6ClFO molecule at a distorted geometry. The level of theory is ωB97M-V/def2-TZVPD.

The geometry in XYZ format:
```
12
Properties=species:S:1:pos:R:3:forces:R:3
O 0.840630 -1.947552 0.885145 -0.2409 0.4762 -0.7655
C 0.279077 -0.619170 0.822437 -0.6978 0.2885 1.0028
C -0.301204 -0.233228 -0.596499 0.7930 -1.8454 0.3998
C -0.553832 1.274645 -0.661203 -1.1887 -0.6684 -0.2617
F -1.380553 1.562494 -1.725500 -0.3863 -0.2639 -0.2757
Cl 0.935444 2.078776 -1.024125 1.0026 0.7874 0.3297
H 1.532134 -2.075625 1.552959 -0.4454 0.6585 -0.2358
H -0.524667 -0.561972 1.617337 0.4743 -0.0079 -0.9603
H 0.991509 0.172955 1.119875 0.1000 -0.5066 -0.2847
H -1.225726 -0.842738 -0.837324 0.8997 0.9303 0.3954
H 0.499183 -0.539875 -1.351590 -1.1547 0.6102 0.8287
H -1.091994 1.731290 0.198488 0.8441 -0.4588 -0.1727
```
Forces are in eV/Å.

As for the multiplicity: 1. The calculation puts the molar mass at 112.53 g/mol. The SMILES is OCC[C@H](F)Cl. The energy above the lowest of the compared OMol25 structures with the same formula, charge and spin comes out at 0.689 eV. For the largest force on an atom, the calculation gives 2.05 eV/A.